Entry 1:
Entry from the OMol25 dataset: a 2-piece molecular cluster, C2H7NO3 overall at a distorted geometry (ωB97M-V/def2-TZVPD).

```
! wB97M-V def2-TZVPD RIJCOSX def2/J DEFGRID3
* xyz 0 1
N -0.09566 -1.24458 -1.83979
C 1.22443 -1.08340 -1.35234
O 1.30745 -0.21886 -0.17924
H -0.55636 -0.55163 -2.39958
H -0.75677 -1.63760 -1.18881
H 1.59577 -2.05170 -1.01678
H 1.70147 -0.62062 -2.20848
H 2.16845 0.22870 -0.28368
O -2.62276 1.52395 1.92443
C -1.53627 1.63071 2.40576
O -0.42111 1.21695 1.74871
H -1.26760 2.24569 3.27613
H -0.74106 0.56236 1.11366
*
```

SMILES string: O=CO.NCO
ΔE to the lowest compared entry with this formula, charge and spin: 31.1 kcal/mol
LUMO: 0.824 eV
Largest force on an atom: 2.03 eV/Å

---

Entry 2:
Entry from the OMol25 dataset: C19H19F5N3O5SeTe4Ti as an isolated structure (ωB97M-V/def2-TZVPD).

```
! wB97M-V def2-TZVPD RIJCOSX def2/J DEFGRID3
* xyz -1 3
Ti -0.97591 -0.52216 0.85027
C 2.62875 -0.28853 1.91108
C 1.65478 0.45537 2.79440
O 0.42153 0.77255 2.12861
C -0.34453 1.73215 2.86427
C -1.50447 2.19187 1.96694
O -1.36652 1.61616 0.65998
C -0.89639 2.47155 -0.39287
C 0.37019 3.24764 -0.09840
O 1.50348 2.42639 -0.20188
C 2.50806 2.72060 0.73747
C 3.55029 1.60793 0.72977
O 3.01985 0.31409 0.69490
H 2.20880 -1.25231 1.62955
H 3.51121 -0.47250 2.54307
H 2.08768 1.39577 3.15032
H 1.44590 -0.15952 3.67419
H 0.31508 2.56784 3.12448
H -0.73141 1.28493 3.78537
H -1.54566 3.27898 1.88505
H -2.45224 1.84140 2.37338
H -1.69931 3.18122 -0.61943
H -0.72906 1.82076 -1.24878
H 0.31359 3.70835 0.89531
H 0.42452 4.06948 -0.82653
H 2.05890 2.84167 1.72791
H 3.01828 3.66609 0.49503
H 4.22096 1.75765 1.59012
H 4.14876 1.69977 -0.17881
Te -3.32685 -1.08862 2.45617
Te -3.69266 0.48606 4.52870
Te -0.33427 -1.37351 5.46645
Te -0.82135 -2.38758 3.08201
F 1.67979 -3.63130 -4.71309
C 1.41592 -2.89575 -3.62296
C 1.63462 -3.41283 -2.35906
F 2.10910 -4.65656 -2.22728
C 1.36397 -2.65205 -1.23850
F 1.58289 -3.18393 -0.02791
C 0.85802 -1.35103 -1.32486
O 0.58956 -0.63464 -0.26065
C 0.66246 -0.85564 -2.61868
F 0.19514 0.39413 -2.78243
C 0.92978 -1.60762 -3.74654
F 0.72028 -1.08956 -4.96376
Se -1.64736 -4.29029 -0.37520
N -2.46511 -4.02150 -1.95895
C -2.66975 -2.70931 -2.09133
C -3.26286 -2.01125 -3.15479
C -3.35291 -0.62064 -3.06283
C -2.85549 0.06419 -1.96678
N -2.26817 -0.56580 -0.93270
C -2.20663 -1.90384 -0.99479
N -1.63443 -2.51831 0.02964
H -3.63508 -2.54648 -4.01764
H -3.81105 -0.05377 -3.86182
H -2.92271 1.14226 -1.90516
*
```

ΔE to the lowest compared entry with this formula, charge and spin: 0.0 kcal/mol
LUMO (alpha / beta): 2.044 / 1.575 eV
<S²>: 2.04
Largest force on an atom: 0.16 eV/Å

---

Entry 3:
Entry from the OMol25 dataset: C41H60BN7OS3W as an isolated structure at a distorted geometry (ωB97M-V/def2-TZVPD).

```
! wB97M-V def2-TZVPD RIJCOSX def2/J DEFGRID3
* xyz 2 1
W -1.91211 2.15168 -0.15836
C 2.82187 2.54277 -3.14292
C 1.65152 3.20024 -3.84468
C 1.75788 4.74330 -3.59037
C 1.62471 3.17625 -5.45608
N 0.24508 2.61505 -3.42189
C -0.87058 2.30262 -4.22692
C -1.97751 2.24436 -3.40516
N -1.60588 2.74932 -2.11738
B -4.20281 1.79398 1.69618
N -4.34381 0.24627 1.31446
C -5.16580 -0.61480 2.12339
C -4.70863 -1.84946 1.90600
N -3.76770 -1.89820 0.93017
C -3.47384 -0.57541 0.62828
S -2.27640 -0.15701 -0.56300
C -3.00044 -3.14635 0.69036
C -2.77246 -3.26523 -0.82918
C -3.59644 -4.48232 1.13485
C -1.64700 -2.83290 1.42557
N -3.41827 1.78690 3.11064
C -4.02134 1.58885 4.33719
C -3.11658 1.55792 5.30427
N -1.87569 1.86668 4.68150
C -2.09571 1.86805 3.35194
S -0.88116 1.60931 2.15849
C -0.55874 1.92716 5.44126
C 0.40091 2.92293 4.75955
C -0.84096 2.49868 6.83882
C 0.23505 0.65069 5.50276
C -0.21417 2.83382 -2.13196
S 0.47465 2.96572 -0.61633
H 3.72414 3.16759 -3.21291
H 3.06458 1.55681 -3.55436
H 2.69154 2.48198 -2.04647
H 2.74755 5.14326 -3.84318
H 1.72076 4.96208 -2.52745
H 0.99097 5.33721 -4.06435
H 2.50928 3.67674 -5.78997
H 0.71716 3.77128 -5.68853
H 1.51444 2.17344 -5.81979
H -0.76922 1.83526 -5.23801
H -2.98418 1.99894 -3.73469
H -5.82971 1.99217 2.92800
H -5.95430 -0.20856 2.69953
H -4.91337 -2.77741 2.48852
H -3.64752 -3.60219 -1.37016
H -2.06406 -4.08848 -0.97016
H -2.42367 -2.32334 -1.25187
H -4.36911 -4.77907 0.43135
H -3.94104 -4.42790 2.17408
H -2.79097 -5.22192 1.16535
H -0.94632 -3.70467 1.27921
H -1.91922 -2.70892 2.47039
H -1.21110 -1.95727 0.93359
H -5.06612 1.38328 4.42573
H -3.22127 1.14735 6.30316
H -0.08888 3.68621 4.11925
H 1.19856 2.38465 4.19649
H 0.98048 3.34423 5.58105
H -0.33564 2.03371 7.76110
H -1.96439 2.48674 7.08016
H -0.63082 3.57479 6.81313
H 0.74980 0.42642 4.53931
H -0.33293 -0.19453 5.82903
H 1.09111 0.76650 6.18409
C 5.96345 -3.02901 -5.90541
C 5.38677 -4.31512 -5.26181
C 3.85695 -4.25031 -4.85618
C 6.05972 -4.74884 -3.91433
C 6.15100 -6.08141 -3.63175
C 6.87468 -6.52104 -2.52171
C 7.55965 -5.71149 -1.63921
C 7.47521 -4.38394 -1.83552
C 8.22082 -3.37443 -0.87130
C 8.61750 -2.18607 -1.75502
C 7.40142 -2.96523 0.37909
C 6.45479 -3.82330 -2.84583
O 5.99101 -2.68558 -2.68931
H 5.54893 -2.82333 -6.93942
H 7.01564 -3.01003 -6.15064
H 5.72691 -2.19697 -5.22912
H 5.42091 -5.12957 -6.02928
H 3.88675 -3.72177 -3.93634
H 3.43955 -5.28585 -4.62647
H 3.32962 -3.72042 -5.73275
H 5.58578 -6.72206 -4.30419
H 6.82074 -7.58776 -2.37513
H 8.25281 -5.94770 -0.82993
H 9.08531 -4.01758 -0.55242
H 7.77429 -1.57074 -2.14239
H 9.17094 -2.56722 -2.62108
H 9.36096 -1.50120 -1.24285
H 6.41893 -2.60647 0.07572
H 7.88992 -2.13336 0.90309
H 7.29644 -3.81961 1.06610
C -6.72264 1.91285 -0.22922
C -6.77241 2.49895 1.14690
C -7.99450 3.07647 1.54684
C -8.05305 3.88015 2.67625
C -6.88070 4.39026 3.26128
C -5.65116 3.95649 2.83661
C -4.48434 4.73746 3.34438
C -5.55164 2.64107 2.09068
N -3.46994 2.56314 0.52454
H -7.70957 1.38586 -0.50304
H -5.82974 1.28647 -0.40518
H -6.75544 2.68975 -1.03987
H -8.79698 2.98880 0.83103
H -9.02551 4.01225 3.15387
H -6.95998 5.01946 4.12381
H -3.90226 4.22729 4.13248
H -4.87769 5.69084 3.79338
H -3.76406 5.12263 2.60859
*
```

LUMO (alpha / beta): -8.291 / -8.292 eV
Largest force on an atom: 4.29 eV/Å

---

Entry 4:
Entry from the OMol25 dataset: a 3-piece molecular cluster, C4H12NO4S overall at a distorted geometry (ωB97M-V/def2-TZVPD).

```
! wB97M-V def2-TZVPD RIJCOSX def2/J DEFGRID3
* xyz -1 1
C 1.89515 0.27961 -0.32679
N 0.57625 -0.21417 -0.88848
C -0.47285 -0.49732 0.11202
C -1.42237 -1.59260 -0.45067
S -2.57183 -2.02414 0.87811
C -1.21332 0.92233 0.32748
O -0.38726 1.81684 0.63903
O -2.43449 0.90273 0.16199
H 2.57043 0.43029 -1.12567
H 2.51906 -0.41722 0.30233
H 1.66897 1.25727 0.18537
H 0.18311 0.49893 -1.47230
H -0.00424 -0.81860 1.00612
H -1.95032 -1.35496 -1.44257
H -0.71836 -2.36408 -0.71816
H -3.07937 -0.77550 0.98145
H 2.87580 -2.27823 -0.80474
H 1.78622 -1.86300 -1.62980
O 2.41649 -2.55133 -1.55295
H -1.32771 3.53690 2.40202
H -0.39124 3.19212 1.40258
O -0.51813 3.91412 2.01362
*
```

ΔE to the lowest compared entry with this formula, charge and spin: 21.5 kcal/mol
LUMO: 3.276 eV
Largest force on an atom: 3.01 eV/Å

---

Entry 5:
Entry from the OMol25 dataset: C25H19CoN5O4Se as an isolated structure at a distorted geometry (ωB97M-V/def2-TZVPD).

```
! wB97M-V def2-TZVPD RIJCOSX def2/J DEFGRID3
* xyz 0 2
Co 0.39580 -0.10870 0.22630
O 3.46810 -1.94240 1.94800
C 2.29240 -1.40790 1.61740
O 2.02160 -1.15320 0.41030
C 1.31130 -1.08880 2.61230
C 1.19660 -1.47430 3.94130
C 0.05850 -1.09830 4.64860
C -0.94100 -0.34840 4.03090
C -0.78280 0.02980 2.70280
N 0.34930 -0.31740 2.02080
C -1.66100 0.73640 1.80540
O -2.80160 1.30540 2.21890
O -1.32030 0.84150 0.60420
H 4.01510 -1.98470 1.14830
H 1.96800 -2.08070 4.38480
H -0.06310 -1.41630 5.67080
H -1.84270 -0.09970 4.57390
H -2.96380 1.10330 3.14920
C -1.16290 5.09460 2.45980
C -0.02260 4.43510 2.89300
C 0.66730 3.58880 2.04780
C 0.20850 3.40370 0.74470
C -0.92010 4.08880 0.29760
C -1.60260 4.92540 1.15570
N 0.84810 2.50640 -0.12190
N 0.50000 2.54180 -1.44130
C 0.37670 1.43740 -2.13870
C 0.08240 1.61780 -3.51830
C -0.14490 0.54270 -4.31940
C -0.04190 -0.74220 -3.76900
C 0.27940 -0.86370 -2.44090
N 0.45520 0.17390 -1.61120
H -1.70110 5.73340 3.13970
H 0.34380 4.57440 3.90030
H 1.55980 3.08260 2.38850
H -1.23780 3.94870 -0.72220
H -2.49030 5.43470 0.80740
H 0.03890 2.63280 -3.87000
H -0.39360 0.67890 -5.35990
H -0.21440 -1.61760 -4.37290
H 0.40470 -1.84810 -2.00680
Se -1.36710 -2.23480 0.15470
C -0.61320 -3.95390 -0.23430
C -1.41450 -4.89880 -0.87070
C -0.95650 -6.18770 -1.05670
C 0.30910 -6.55120 -0.62390
C 1.11880 -5.60510 -0.01780
C 0.66620 -4.31300 0.17430
H -2.40100 -4.60820 -1.20130
H -1.59670 -6.91620 -1.53070
H 0.65780 -7.56490 -0.75610
H 2.10620 -5.87610 0.32490
H 1.30060 -3.58130 0.65100
N 3.00270 1.52250 0.60090
C 1.94990 1.87840 0.28680
*
```

ΔE to the lowest compared entry with this formula, charge and spin: 15.9 kcal/mol
LUMO (alpha / beta): -1.991 / -1.917 eV
<S²>: 0.76
Largest force on an atom: 3.80 eV/Å